1.
# C42H38F3N7O2Tl

A structure of composition C42H38F3N7O2Tl (wB97M-V/def2-TZVPD, OMol25).

## Properties
Energy above the lowest of the compared OMol25 structures with the same formula, charge and spin = 85.12 kJ/mol
Frontier orbital gap = 6.8 eV
Total energy = -2629.1238 hartree
Total charge = -1
2S+1 = 1

Positions of all 93 atoms, in Å:
Tl1 0.033 0.301 0.245
C1 1.991 1.918 -4.214
C2 1.210 1.090 -3.215
O1 0.652 1.730 -2.278
C3 1.274 -0.306 -3.328
C4 0.785 -1.141 -2.303
C5 1.616 -2.311 -1.858
N1 -0.369 -0.963 -1.667
N2 -1.386 -0.375 -2.401
C6 -2.143 0.483 -1.794
O2 -1.949 0.993 -0.624
C7 -3.362 0.933 -2.538
C8 -4.241 1.820 -1.924
C9 -5.401 2.226 -2.570
C10 -5.690 1.755 -3.845
C11 -4.808 0.879 -4.467
C12 -3.653 0.468 -3.819
H1 2.820 2.417 -3.702
H2 1.339 2.691 -4.625
H3 2.394 1.314 -5.028
H4 1.983 -0.718 -4.037
H5 1.851 -2.932 -2.727
H6 1.069 -2.910 -1.128
H7 2.562 -1.984 -1.414
H8 -4.000 2.181 -0.931
H9 -6.086 2.909 -2.079
H10 -6.595 2.070 -4.351
H11 -5.030 0.504 -5.460
H12 -2.961 -0.224 -4.280
C13 0.194 -2.288 2.921
N3 0.880 -1.625 1.825
C14 2.158 -1.615 1.836
C15 2.922 -0.861 0.891
C16 4.301 -0.869 0.670
C17 4.540 0.058 -0.354
C18 3.294 0.596 -0.691
N4 2.324 0.050 0.058
C19 -0.085 -3.757 2.670
C20 -0.568 -4.543 3.714
C21 -0.852 -5.887 3.520
C22 -0.663 -6.465 2.269
C23 -0.185 -5.688 1.224
C24 0.109 -4.344 1.425
H13 -0.757 -1.774 3.072
H14 0.758 -2.190 3.854
H15 2.718 -2.167 2.599
H16 5.019 -1.490 1.188
H17 5.491 0.313 -0.799
H18 3.070 1.357 -1.429
H19 -0.725 -4.092 4.689
H20 -1.225 -6.485 4.344
H21 -0.890 -7.513 2.111
H22 -0.044 -6.130 0.244
H23 0.492 -3.741 0.610
F1 -5.146 3.411 7.777
C25 -5.487 2.239 7.190
F2 -6.742 2.404 6.715
F3 -5.551 1.312 8.167
C26 -4.526 1.865 6.109
C27 -4.357 2.739 5.040
C28 -3.464 2.427 4.032
C29 -2.726 1.235 4.076
C30 -2.913 0.370 5.154
C31 -3.808 0.682 6.166
C32 -1.813 0.925 3.012
C33 -1.046 0.711 2.098
H24 -4.930 3.657 5.001
H25 -3.323 3.094 3.190
H26 -2.351 -0.555 5.192
H27 -3.953 0.005 6.997
N5 1.187 3.366 -0.484
C34 1.912 4.450 -0.168
C35 2.101 4.429 1.200
C36 1.442 3.265 1.632
N6 0.895 2.637 0.602
H28 0.874 2.964 -1.385
H29 2.244 5.150 -0.919
H30 2.641 5.147 1.797
H31 1.334 2.864 2.629
N7 -2.617 -2.104 0.690
C37 -3.554 -2.385 -0.298
C38 -4.834 -1.829 -0.241
C39 -5.800 -2.182 -1.171
C40 -5.511 -3.090 -2.181
C41 -4.233 -3.634 -2.250
C42 -3.266 -3.294 -1.319
H32 -1.655 -2.289 0.449
H33 -2.716 -1.211 1.154
H34 -5.060 -1.108 0.539
H35 -6.781 -1.724 -1.117
H36 -6.265 -3.361 -2.911
H37 -3.981 -4.319 -3.051
H38 -2.266 -3.713 -1.383


2.
# C42H38N7OPRbS3

A structure of composition C42H38N7OPRbS3 (wB97M-V/def2-TZVPD, OMol25).

## Properties
Energy above the lowest of the compared OMol25 structures with the same formula, charge and spin = 3.56 kJ/mol
Frontier orbital gap = 5.6 eV
Total energy = -3641.9026 hartree
Total charge = -1
2S+1 = 1

Positions of all 93 atoms, in Å:
Rb1 0.719 0.221 0.654
C1 1.385 -2.127 -3.814
C2 0.239 -2.435 -2.892
C3 -1.041 -1.955 -3.164
C4 -2.092 -2.193 -2.291
C5 -1.876 -2.891 -1.110
C6 -0.610 -3.383 -0.833
C7 0.432 -3.172 -1.727
H1 1.095 -2.240 -4.860
H2 2.233 -2.784 -3.622
H3 1.721 -1.096 -3.678
H4 -1.209 -1.377 -4.066
H5 -3.078 -1.806 -2.519
H6 -2.689 -3.044 -0.412
H7 -0.427 -3.925 0.087
H8 1.414 -3.572 -1.505
C8 -1.247 -0.031 4.350
C9 -0.137 -1.026 4.394
N1 0.583 -1.366 3.367
C10 1.547 -2.285 3.716
C11 1.548 -2.652 5.027
S1 0.307 -1.821 5.856
C12 2.505 -2.754 2.702
C13 3.507 -3.651 2.917
S2 4.439 -3.822 1.497
C14 3.424 -2.685 0.696
N2 2.457 -2.229 1.433
C15 3.712 -2.221 -0.693
H9 -1.655 -0.003 3.341
H10 -0.871 0.974 4.549
H11 -2.027 -0.272 5.071
H12 2.215 -3.333 5.526
H13 3.743 -4.178 3.825
H14 4.035 -3.042 -1.334
H15 4.488 -1.456 -0.671
H16 2.819 -1.763 -1.114
O1 -0.138 2.690 0.781
C16 -0.694 2.336 1.830
C17 -1.904 3.007 2.379
C18 -1.842 4.118 3.228
C19 -2.954 4.522 3.946
C20 -4.160 3.835 3.834
C21 -4.242 2.743 2.979
C22 -3.132 2.321 2.256
P1 -3.099 0.898 1.115
C23 -3.347 1.716 -0.510
C24 -2.770 1.131 -1.632
C25 -3.004 1.641 -2.905
C26 -3.807 2.761 -3.060
C27 -4.351 3.384 -1.939
C28 -4.119 2.867 -0.675
C29 -4.747 0.127 1.351
C30 -5.760 0.113 0.395
C31 -6.949 -0.566 0.631
C32 -7.150 -1.233 1.829
C33 -6.148 -1.227 2.791
C34 -4.957 -0.564 2.547
H17 -0.903 4.649 3.336
H18 -2.883 5.384 4.600
H19 -5.026 4.147 4.404
H20 -5.182 2.213 2.874
H21 -2.123 0.270 -1.516
H22 -2.518 1.189 -3.759
H23 -3.983 3.170 -4.047
H24 -4.955 4.276 -2.054
H25 -4.542 3.355 0.197
H26 -5.623 0.634 -0.543
H27 -7.722 -0.568 -0.128
H28 -8.079 -1.758 2.013
H29 -6.290 -1.749 3.729
H30 -4.174 -0.578 3.299
N3 3.539 0.720 0.592
C35 4.545 1.093 1.030
C36 5.764 1.524 1.566
C37 6.174 1.052 2.829
N4 6.507 0.655 3.864
C38 6.581 2.397 0.817
N5 7.244 3.117 0.201
C39 2.779 3.555 -1.153
N6 1.439 4.014 -1.429
C40 0.858 5.093 -0.644
C41 -0.642 5.009 -0.975
N7 -0.675 3.976 -2.001
C42 0.513 3.338 -2.117
S3 0.764 1.951 -3.042
H31 2.846 3.181 -0.129
H32 3.490 4.373 -1.285
H33 3.023 2.749 -1.839
H34 1.298 6.051 -0.935
H35 1.048 4.919 0.415
H36 -1.025 5.953 -1.365
H37 -1.221 4.710 -0.101
H38 -1.509 3.453 -2.209


3.
# C42H39B2F9N11O5S2Ti

A structure of composition C42H39B2F9N11O5S2Ti in a non-equilibrium geometry (wB97M-V/def2-TZVPD, OMol25).

## Properties
Energy above the lowest of the compared OMol25 structures with the same formula, charge and spin = 11.32 kJ/mol
Frontier orbital gap (alpha / beta) = 7.3 / 6.4 eV
Total energy = -5196.8694 hartree
⟨S²⟩ = 2.04
Total charge = +1
2S+1 = 3

Positions of all 111 atoms, in Å:
Ti1 -1.069 0.531 0.616
C1 1.305 4.167 0.056
C2 0.439 2.964 -0.050
N1 0.388 2.008 0.814
O1 1.137 2.145 1.951
B1 0.276 2.689 3.069
F1 1.000 2.777 4.206
F2 -0.259 3.910 2.640
O2 -0.869 1.734 3.316
N2 -1.659 1.631 2.208
C3 -2.705 2.383 2.126
C4 -3.128 3.370 3.150
C5 -3.532 2.047 0.949
N3 -2.998 1.115 0.248
O3 -3.658 0.646 -0.851
B2 -3.196 1.379 -2.090
F3 -3.409 2.745 -1.916
F4 -3.823 0.846 -3.168
O4 -1.717 1.149 -2.232
N4 -1.052 1.610 -1.142
C6 -0.376 2.695 -1.250
C7 -0.349 3.561 -2.458
C8 -4.850 2.670 0.669
H1 1.655 4.297 1.073
H2 0.758 5.054 -0.259
H3 2.165 4.052 -0.611
H4 -2.385 3.444 3.935
H5 -4.088 3.075 3.581
H6 -3.258 4.351 2.692
H7 -0.859 3.069 -3.279
H8 0.677 3.798 -2.741
H9 -0.863 4.500 -2.244
H10 -5.320 3.013 1.587
H11 -5.490 1.958 0.154
H12 -4.712 3.524 0.004
N5 -3.804 -0.274 2.856
C9 -3.490 -1.337 2.060
C10 -4.371 -2.433 2.015
C11 -3.990 -3.583 1.382
C12 -2.720 -3.636 0.800
C13 -1.966 -2.497 0.808
N6 -2.333 -1.322 1.375
H13 -4.598 -0.387 3.462
H14 -3.052 0.296 3.210
H15 -5.326 -2.357 2.518
H16 -4.651 -4.439 1.357
H17 -2.342 -4.539 0.344
H18 -0.974 -2.515 0.384
F5 -6.053 -1.427 -7.521
C14 -5.664 -1.587 -6.267
C15 -6.612 -1.786 -5.271
F6 -7.903 -1.804 -5.587
C16 -6.201 -1.961 -3.969
F7 -7.125 -2.145 -3.035
C17 -4.836 -1.951 -3.614
S1 -4.329 -2.147 -2.008
C18 -3.908 -1.745 -4.656
F8 -2.606 -1.735 -4.389
C19 -4.308 -1.559 -5.958
F9 -3.418 -1.361 -6.926
S2 2.644 -2.854 -4.070
C20 1.700 -1.913 -2.939
C21 0.361 -2.248 -2.745
C22 -0.370 -1.594 -1.777
N7 0.139 -0.641 -0.977
C23 1.392 -0.248 -1.262
C24 2.204 -0.848 -2.192
C25 4.063 -1.801 -4.309
C26 4.084 -0.938 -5.395
C27 5.209 -0.145 -5.570
N8 6.260 -0.174 -4.755
C28 6.224 -1.012 -3.724
C29 5.151 -1.852 -3.453
H19 -0.117 -3.004 -3.353
H20 -1.426 -1.815 -1.677
H21 1.780 0.591 -0.701
H22 3.219 -0.499 -2.317
H23 3.252 -0.888 -6.083
H24 5.268 0.546 -6.403
H25 7.093 -1.016 -3.078
H26 5.163 -2.497 -2.585
C30 3.997 0.991 6.574
C31 4.278 0.682 5.130
C32 4.264 1.698 4.177
C33 4.409 1.420 2.831
C34 4.624 0.114 2.411
N9 4.788 -0.131 1.022
C35 4.463 -1.213 0.273
O5 4.898 -1.374 -0.855
N10 3.631 -2.176 0.841
C36 2.470 -2.020 1.603
C37 1.972 -3.084 2.344
C38 0.785 -2.914 3.034
C39 0.072 -1.742 2.872
N11 0.492 -0.743 2.086
C40 1.713 -0.852 1.559
C41 4.723 -0.900 3.351
C42 4.528 -0.614 4.695
H27 4.712 1.711 6.974
H28 4.038 0.093 7.187
H29 3.004 1.433 6.670
H30 4.111 2.721 4.494
H31 4.356 2.218 2.100
H32 5.312 0.556 0.499
H33 3.770 -3.082 0.420
H34 2.511 -4.022 2.385
H35 0.395 -3.697 3.668
H36 -0.864 -1.593 3.389
H37 2.096 0.018 1.047
H38 4.970 -1.907 3.041
H39 4.590 -1.416 5.420


4.
# C42H39BrF6O4

A cluster of 7 separate species, C42H39BrF6O4 in total in a non-equilibrium geometry (wB97M-V/def2-TZVPD, OMol25).

## Properties
Frontier orbital gap = 9.4 eV
Total energy = -5097.9776 hartree
2S+1 = 1

Positions of all 92 atoms, in Å:
O1 -2.500 1.045 2.550
C1 -1.763 0.206 2.373
O2 -0.426 0.433 2.272
C2 0.303 -0.659 1.840
Br1 1.825 -0.974 3.053
C3 0.637 -0.727 0.366
C4 1.091 0.582 -0.267
O3 2.500 0.678 -0.417
C5 -0.644 -1.882 2.117
C6 -2.038 -1.290 2.240
O4 -2.826 -1.537 1.108
H1 -0.217 -1.091 -0.184
H2 1.408 -1.477 0.246
H3 0.756 1.463 0.262
H4 0.659 0.631 -1.262
H5 2.787 -0.092 -0.921
H6 -0.376 -2.441 2.998
H7 -0.617 -2.608 1.320
H8 -2.540 -1.595 3.154
H9 -2.939 -2.488 1.025
F1 1.659 -1.073 -2.800
C7 2.662 -1.556 -3.571
C8 2.839 -1.046 -4.840
C9 3.872 -1.540 -5.621
C10 4.704 -2.537 -5.128
C11 4.506 -3.039 -3.849
C12 3.479 -2.543 -3.059
H10 2.176 -0.273 -5.206
H11 4.029 -1.146 -6.616
H12 5.507 -2.922 -5.741
H13 5.150 -3.817 -3.464
H14 3.314 -2.917 -2.056
F2 5.278 6.122 1.496
C13 4.035 5.592 1.504
C14 2.952 6.431 1.673
C15 1.677 5.885 1.675
C16 1.504 4.517 1.518
C17 2.608 3.690 1.353
C18 3.885 4.230 1.341
H15 3.111 7.494 1.800
H16 0.817 6.530 1.800
H17 0.507 4.094 1.524
H18 2.475 2.624 1.233
H19 4.757 3.604 1.206
F3 4.835 -4.007 -0.565
C19 5.421 -3.841 0.642
C20 6.783 -4.025 0.758
C21 7.380 -3.848 1.999
C22 6.609 -3.501 3.101
C23 5.239 -3.326 2.962
C24 4.639 -3.492 1.723
H20 7.365 -4.301 -0.111
H21 8.448 -3.981 2.104
H22 7.078 -3.368 4.067
H23 4.636 -3.060 3.820
H24 3.574 -3.352 1.595
F4 -4.917 -3.142 1.738
C25 -5.733 -3.497 0.720
C26 -5.481 -3.004 -0.545
C27 -6.318 -3.375 -1.587
C28 -7.395 -4.219 -1.350
C29 -7.634 -4.699 -0.070
C30 -6.794 -4.340 0.976
H25 -4.643 -2.337 -0.707
H26 -6.131 -3.002 -2.584
H27 -8.048 -4.503 -2.164
H28 -8.473 -5.354 0.114
H29 -6.958 -4.709 1.981
F5 4.086 7.720 -3.094
C31 5.164 8.156 -2.413
C32 5.513 7.530 -1.233
C33 6.626 7.978 -0.536
C34 7.364 9.050 -1.022
C35 6.994 9.670 -2.208
C36 5.889 9.219 -2.914
H30 4.918 6.703 -0.871
H31 6.915 7.493 0.385
H32 8.229 9.401 -0.475
H33 7.567 10.507 -2.585
H34 5.588 9.683 -3.845
F6 -11.025 -5.386 0.115
C37 -11.385 -4.164 0.565
C38 -12.724 -3.833 0.605
C39 -13.090 -2.579 1.072
C40 -12.118 -1.676 1.482
C41 -10.777 -2.028 1.428
C42 -10.403 -3.284 0.971
H35 -13.465 -4.549 0.276
H36 -14.136 -2.307 1.117
H37 -12.408 -0.698 1.842
H38 -10.017 -1.324 1.743
H39 -9.365 -3.578 0.930


5.
# C42H39Cl2CoNO6P2S2

A structure of composition C42H39Cl2CoNO6P2S2 (wB97M-V/def2-TZVPD, OMol25).

## Properties
Energy above the lowest of the compared OMol25 structures with the same formula, charge and spin = 0.00 kJ/mol
Frontier orbital gap (alpha / beta) = 6.7 / 6.7 eV
Total energy = -5912.3447 hartree
⟨S²⟩ = 0.77
2S+1 = 2

Positions of all 95 atoms, in Å:
Co1 0.217 0.676 -1.640
Cl1 1.372 7.523 0.629
C1 1.410 5.851 0.164
C2 2.588 5.110 0.395
C3 2.660 3.798 0.035
Cl2 4.106 2.893 0.328
C4 1.563 3.108 -0.585
O1 1.667 1.889 -0.904
C5 0.375 3.887 -0.772
C6 -0.821 3.324 -1.291
O2 -1.057 2.140 -1.597
C7 0.330 5.256 -0.404
H1 3.438 5.587 0.863
H2 -1.654 4.027 -1.424
H3 -0.580 5.820 -0.566
C8 -0.770 1.331 1.432
P1 -0.427 -0.133 0.380
C9 0.882 -1.132 1.143
C10 2.179 -0.617 1.035
C11 3.256 -1.309 1.562
C12 3.052 -2.533 2.187
C13 1.767 -3.034 2.317
C14 0.681 -2.328 1.818
C15 -1.976 -1.065 0.307
C16 -3.191 -0.379 0.388
C17 -4.388 -1.061 0.238
C18 -4.385 -2.428 -0.006
C19 -3.185 -3.114 -0.115
C20 -1.985 -2.431 0.035
P2 -1.204 1.522 3.257
C21 0.345 2.241 3.917
C22 0.218 2.929 5.125
C23 1.323 3.492 5.744
C24 2.575 3.395 5.152
C25 2.712 2.730 3.943
C26 1.607 2.153 3.334
C27 -1.204 -0.121 4.074
C28 -2.335 -0.922 3.905
C29 -2.432 -2.156 4.528
C30 -1.415 -2.588 5.370
C31 -0.303 -1.784 5.571
C32 -0.190 -0.565 4.919
H4 -1.603 1.810 0.915
H5 0.079 1.994 1.260
H6 2.341 0.340 0.548
H7 4.254 -0.896 1.481
H8 3.893 -3.087 2.583
H9 1.599 -3.978 2.818
H10 -0.315 -2.719 1.960
H11 -3.221 0.685 0.576
H12 -5.323 -0.521 0.310
H13 -5.320 -2.960 -0.124
H14 -3.155 -4.173 -0.344
H15 -1.060 -2.980 -0.084
H16 -0.761 3.024 5.582
H17 1.205 4.018 6.683
H18 3.438 3.841 5.628
H19 3.683 2.654 3.468
H20 1.748 1.624 2.401
H21 -3.150 -0.581 3.278
H22 -3.307 -2.773 4.367
H23 -1.494 -3.546 5.868
H24 0.492 -2.112 6.230
H25 0.697 0.038 5.068
O3 0.366 0.951 -3.722
S1 -0.752 1.461 -4.626
C33 0.041 2.773 -5.612
C34 0.045 2.317 -7.069
C35 0.254 0.806 -7.023
C36 -0.779 0.307 -6.023
H26 1.048 2.810 -5.194
H27 -0.462 3.720 -5.428
H28 0.817 2.838 -7.634
H29 -0.915 2.543 -7.537
H30 1.259 0.576 -6.662
H31 0.129 0.331 -7.995
H32 -0.606 -0.687 -5.613
H33 -1.792 0.348 -6.432
N1 1.373 -0.860 -2.075
C37 0.720 -2.155 -2.186
C38 -0.461 -2.272 -2.905
C39 -1.086 -3.505 -2.997
C40 -0.549 -4.614 -2.357
C41 0.632 -4.488 -1.642
C42 1.272 -3.259 -1.556
S2 -1.441 -6.177 -2.370
O4 -2.047 -6.217 -3.687
O5 -0.416 -7.169 -2.112
O6 -2.394 -6.004 -1.278
H34 2.182 -0.951 -1.466
H35 1.704 -0.570 -2.994
H36 -0.906 -1.396 -3.365
H37 -2.008 -3.623 -3.554
H38 1.039 -5.366 -1.158
H39 2.193 -3.156 -0.992


Which of these has the highest 2S+1?
C42H39B2F9N11O5S2Ti


What is the formula in the third record?
C42H39B2F9N11O5S2Ti


Number 1 is which compound?
C42H38F3N7O2Tl